ORCA calculation (ωB97M-V with the def2-TZVPD basis set) on C24H26N2O3 in the gas phase.

Structure (XYZ):
```
55
Properties=species:S:1:pos:R:3:nbo_charge:R:1
C -4.28544 -0.37331 -2.29472 -0.2495
H -5.03177 0.31967 -2.68000 0.2020
O -3.54994 0.35280 -1.34376 -0.4847
C -2.51978 -0.27309 -0.70541 0.2560
C -2.15294 -1.59321 -0.88666 -0.2966
C -1.09950 -2.15317 -0.16523 -0.0448
C -0.40907 -1.36528 0.73564 -0.2240
C -0.75816 -0.03521 0.92404 -0.2897
C -1.80253 0.52802 0.21209 0.3293
O -2.22115 1.81598 0.30835 -0.5081
C -1.66652 2.63433 1.31949 -0.1024
C -2.37388 3.96471 1.31100 0.0162
C -1.64913 5.12227 1.06624 -0.2053
C -2.26546 6.36079 1.06201 -0.2256
C -3.62528 6.44601 1.29842 -0.1993
C -4.35389 5.29497 1.53870 -0.2153
C -3.74845 4.04537 1.55082 0.0020
C -4.56117 2.81576 1.81230 -0.6458
H -5.60076 3.07370 1.99861 0.2123
H -4.50904 2.14712 0.95527 0.2433
H -4.17583 2.27745 2.67846 0.2136
H -5.41688 5.36609 1.72148 0.2072
H -4.11902 7.40670 1.29480 0.2119
H -1.68667 7.25222 0.87145 0.2124
H -0.58713 5.05306 0.87724 0.2059
H -0.59299 2.78477 1.13953 0.1824
H -1.78974 2.14994 2.30142 0.1814
H -0.19793 0.55549 1.63100 0.2191
H 0.41475 -1.77886 1.29640 0.2166
C -0.66931 -3.57325 -0.44085 -0.2267
N 0.41873 -3.62372 -1.40302 -0.5884
C 1.72455 -3.31375 -1.06556 0.1404
C 2.28546 -3.64105 0.17032 -0.2230
C 3.61608 -3.38533 0.42884 -0.2257
C 4.43652 -2.80255 -0.53272 0.1072
C 3.89174 -2.48365 -1.77244 -0.2230
C 2.56012 -2.73446 -2.02463 -0.2287
H 2.14983 -2.47839 -2.99159 0.2049
H 4.51367 -2.03436 -2.52774 0.2570
N 5.77951 -2.56853 -0.20088 -0.5989
C 6.76661 -2.00523 -0.95029 0.6807
O 6.63000 -1.59279 -2.08018 -0.6087
C 8.08767 -1.94597 -0.20344 -0.7119
H 8.41370 -2.94883 0.06516 0.2242
H 8.83608 -1.48722 -0.84262 0.2415
H 7.98177 -1.35459 0.70389 0.2236
H 6.03166 -2.86837 0.73085 0.3919
H 4.02677 -3.64631 1.39547 0.1991
H 1.68780 -4.10851 0.93740 0.2021
H 0.15053 -3.22362 -2.29358 0.3724
H -0.34980 -4.06187 0.47965 0.2045
H -1.50132 -4.14649 -0.86075 0.2032
H -2.68954 -2.21586 -1.58637 0.2136
H -4.79111 -1.23434 -1.84374 0.1737
H -3.65242 -0.71604 -3.12015 0.1744
```

Computed properties:
SMILES   COc1cc(CNc2ccc(NC(C)=O)cc2)ccc1OCc1ccccc1C
Spin multiplicity   1
Molecular weight   390.48 g mol⁻¹
DFT total energy   -1265.38303 a.u.
HOMO energy   -7.34 eV
Total charge   0
Gap between HOMO and LUMO   8.055 eV
Energy above the lowest of the compared OMol25 structures with the same formula, charge and spin   121.6 kJ/mol